P.
C5H6N2O | the ωB97M-V functional and the def2-TZVPD basis

The geometry in ORCA input format:
```
! RIJCOSX wB97M-V def2-TZVPD def2/J DEFGRID3
* xyz 0 1
O -2.19868 -0.95237 -0.07609
C -1.23691 -0.09829 -0.15499
C -0.24214 0.43540 -1.07734
N -0.18660 1.64407 0.01824
C -0.53626 0.52384 0.95820
C 0.77014 -0.46393 0.82893
N 0.53057 -1.66038 0.07891
C 0.98143 -0.42830 -0.63900
H -0.32464 0.95293 -2.03117
H 0.77559 1.99142 0.25214
H -1.17591 0.64757 1.88413
H 1.49207 -0.37548 1.70620
H -0.46762 -1.61060 -0.34145
H 1.81897 -0.60589 -1.40671
*
```

Properties
Kohn-Sham gap (Eh): 0.3581
SMILES: O=C1[C@H]2N[C@@H]1[C@H]1N[C@H]12
E_LUMO (eV): 0.308

=====

Q.
C5H6N2O | the ωB97M-V functional and the def2-TZVPD basis

The geometry in ORCA input format:
```
! RIJCOSX wB97M-V def2-TZVPD def2/J DEFGRID3
* xyz 0 1
O -1.99433 -1.20747 0.09800
C -1.00090 -0.58753 0.01161
N -1.04102 0.73004 -0.39170
N -0.35338 1.85453 0.04098
C 0.97488 1.44948 0.36534
C 1.17856 0.15629 -0.31058
C 1.74750 -1.37283 -0.18112
C 0.47425 -0.87904 0.38787
H -2.03394 0.71657 -0.18678
H 1.64114 2.35084 0.50756
H 0.75929 0.31453 -1.30956
H 2.12608 -1.76298 -1.30438
H 2.57547 -1.56450 0.62356
H 0.40167 -1.08494 1.70194
*
```

Properties
Kohn-Sham gap (Eh): 0.3497
SMILES: O=C1NN=C[C@H]2C[C@H]12
E_LUMO (eV): 0.401

=====

R.
C5H6N2O | the ωB97M-V functional and the def2-TZVPD basis

The geometry in ORCA input format:
```
! RIJCOSX wB97M-V def2-TZVPD def2/J DEFGRID3
* xyz 0 1
C 1.34803 0.84116 1.58461
C -0.95105 0.37705 -0.87180
C 0.55765 0.23115 0.47882
C -0.46379 -1.20060 -0.78560
C 0.58833 -1.09180 0.15430
O 0.05165 1.17381 -0.45401
N -1.98979 0.73783 -1.51927
N -1.15731 -2.16088 -1.23499
H -1.96358 1.75470 -1.65423
H -1.89336 -1.81100 -1.86223
H 1.19391 -1.89071 0.54611
H 2.41870 0.66369 1.44076
H 1.22662 1.92752 1.62318
H 1.03402 0.44807 2.55437
*
```

Properties
Kohn-Sham gap (Eh): 0.3532
E_LUMO (eV): 0.242

=====

S.
C5H6N2O | the ωB97M-V functional and the def2-TZVPD basis

The geometry in ORCA input format:
```
! RIJCOSX wB97M-V def2-TZVPD def2/J DEFGRID3
* xyz 0 1
H 1.80790 1.19197 -1.87279
N 0.94585 1.42951 -1.36875
C 0.60451 0.47859 -0.61180
C 0.88923 -0.85964 -0.28143
C -0.44510 -0.05113 0.22372
C -1.78097 -0.50181 -0.24999
O -0.43967 0.42877 1.58724
C 0.71382 1.02811 1.91049
N 1.71024 1.41179 2.37260
H 0.74637 -1.61564 -1.04158
H 1.67139 -1.05828 0.43826
H -1.86436 -0.47230 -1.34101
H -2.58244 0.11981 0.16341
H -1.97678 -1.52976 0.07161
*
```

Properties
Kohn-Sham gap (Eh): 0.3931
SMILES: [H]/N=C1\C[C@@]1(C)OC#N
E_LUMO (eV): 0.424

=====

Calculated relative energies: P 3.110; Q 4.228; R 0.000; S 1.246, given in eV

=====

P.
C5H6N2O | the ωB97M-V functional and the def2-TZVPD basis

The geometry in ORCA input format:
```
! RIJCOSX wB97M-V def2-TZVPD def2/J DEFGRID3
* xyz 0 1
C -1.33718 -0.24172 0.06308
C -0.15564 1.80260 -0.04695
C 0.74108 0.70853 -0.02618
C 1.32094 -1.21562 -0.01404
C -0.01945 -0.53767 0.12826
H -2.06963 -1.96644 -0.50707
H -2.27000 1.71085 -0.54637
H -0.04880 2.91953 0.10065
H 2.44282 0.21091 0.71522
H 1.46953 -2.05471 -0.73893
H 1.74074 -1.54916 0.92733
N -1.36528 1.13897 0.09758
N 1.99940 0.10575 -0.17720
O -2.44856 -1.03181 0.02461
*
```

Properties
Kohn-Sham gap (Eh): 0.2960
E_LUMO (eV): 0.398

=====

Q.
C5H6N2O | the ωB97M-V functional and the def2-TZVPD basis

The geometry in ORCA input format:
```
! RIJCOSX wB97M-V def2-TZVPD def2/J DEFGRID3
* xyz 0 1
C -2.00880 -0.01659 0.24143
N 1.52979 -1.33806 0.32650
C 2.15620 -0.27532 -0.07600
C 0.12931 1.25013 -0.06563
C -0.52263 0.08083 -0.04076
C 0.26394 -1.08708 -0.28954
N 0.55318 2.39577 -0.11918
O 3.23405 0.19438 -0.23858
H 1.78337 -2.06056 1.01544
H 0.26034 2.97189 -0.91090
H -0.19797 -1.95264 -0.75498
H -2.46906 -0.69984 -0.47815
H -2.50623 0.94914 0.14875
H -2.20551 -0.41206 1.24161
*
```

Properties
Kohn-Sham gap (spin up / spin down) (Eh): 0.2780 / 0.2698
E_LUMO (spin up / spin down) (eV): 0.180 / 0.139

=====

R.
C5H6N2O | the ωB97M-V functional and the def2-TZVPD basis

The geometry in ORCA input format:
```
! RIJCOSX wB97M-V def2-TZVPD def2/J DEFGRID3
* xyz 0 1
C 1.02503 -0.74494 0.24383
C 0.06491 -1.51296 -0.65869
C 0.58928 0.65845 0.62066
C -0.22201 1.43185 -0.42820
N -0.77395 2.12676 -1.18584
C -1.12756 0.41918 1.40861
O 1.30336 1.57083 1.06252
N -2.05747 0.29088 2.08603
H -1.47657 2.80504 -1.41447
H 1.99592 -0.61817 -0.24480
H 1.19465 -1.27017 1.18408
H 0.48652 -2.48999 -0.89592
H -0.89696 -1.67357 -0.17212
H -0.10517 -0.99319 -1.60570
*
```

Properties
Kohn-Sham gap (Eh): 0.3590
E_LUMO (eV): -0.238

=====

S.
C5H6N2O | the ωB97M-V functional and the def2-TZVPD basis

The geometry in ORCA input format:
```
! RIJCOSX wB97M-V def2-TZVPD def2/J DEFGRID3
* xyz 0 1
C 2.26648 0.74985 -1.55587
C -0.92138 -0.88976 0.84933
C 0.50985 1.20070 0.34081
C 1.68926 0.46377 -0.32421
C -0.74335 0.34006 0.08362
N 2.69014 1.04225 -2.59637
N -2.08884 -1.67872 0.40640
O -0.12245 -1.36576 1.61074
H 0.86642 1.28189 1.39605
H 0.40484 2.20250 -0.09616
H 1.96309 -0.50906 0.01329
H -1.22520 0.73621 -0.84629
H -2.67612 -1.18124 -0.29052
H -2.61273 -2.39269 1.00916
*
```

Properties
Kohn-Sham gap (spin up / spin down) (Eh): 0.2836 / 0.3034
E_LUMO (spin up / spin down) (eV): -1.496 / -1.237

=====

Calculated relative energies: P 1.505; Q 1.283; R 0.871; S 0.000, given in eV

=====

P.
C7H6N4 | the ωB97M-V functional and the def2-TZVPD basis

The geometry in ORCA input format:
```
! RIJCOSX wB97M-V def2-TZVPD def2/J DEFGRID3
* xyz 0 1
C -3.20765 -0.37792 -0.08906
C -1.60411 -0.66819 0.02326
N -0.91476 -1.88230 0.12865
N 0.31274 -1.92205 -0.01181
C 1.01137 -0.73801 -0.17754
C 2.42247 -0.71674 0.10522
C 2.85726 0.51124 0.07492
N 2.22369 1.80767 0.04467
C 0.93824 1.76808 -0.33241
C 0.27932 0.50750 -0.39514
N -1.09545 0.52169 -0.33691
H -3.58550 -0.55459 0.94224
H -3.36617 0.78572 -0.18224
H -3.54475 -1.00863 -1.01888
H 3.08652 -1.45442 0.54777
H 3.86111 0.73414 0.76742
H 0.32567 2.68681 -0.09016
*
```

Properties
Kohn-Sham gap (Eh): 0.3149
SMILES: Cc1nnc2ccncc2n1
E_LUMO (eV): -0.846

=====

Q.
C7H6N4 | the ωB97M-V functional and the def2-TZVPD basis

The geometry in ORCA input format:
```
! RIJCOSX wB97M-V def2-TZVPD def2/J DEFGRID3
* xyz 0 1
C -3.19574 0.28451 -0.03020
C -1.82684 -0.14497 0.04377
N -1.61941 -1.52267 0.04445
N -0.37316 -1.91409 -0.03412
C 0.63852 -1.06268 0.16721
N 1.87611 -1.59795 0.06981
C 2.86571 -0.78825 0.01778
C 2.67622 0.69291 -0.08934
C 1.43641 1.28490 0.07215
C 0.42448 0.34313 0.22506
N -0.85040 0.72854 0.18334
H -3.26342 1.40421 -0.68630
H -3.67633 0.39652 1.03317
H -3.76553 -0.49964 -0.70792
H 3.85788 -1.28259 -0.03330
H 3.55508 1.39827 -0.17784
H 1.24043 2.27985 -0.09773
*
```

Properties
Kohn-Sham gap (Eh): 0.3022
SMILES: Cc1nnc2ncccc2n1
E_LUMO (eV): -0.836

=====

Calculated relative energies: P 1.650; Q 0.000, given in eV

=====

P.
C10H17N2O2 | the ωB97M-V functional and the def2-TZVPD basis

The geometry in ORCA input format:
```
! RIJCOSX wB97M-V def2-TZVPD def2/J DEFGRID3
* xyz 1 1
C -0.75670 -2.02201 2.45188
C 0.60487 0.71323 0.77664
C -2.77119 -0.98048 -0.95596
C -2.26447 0.40980 -0.86396
C -1.25035 -0.67015 -0.88201
C 0.34597 -2.14985 0.39248
C -0.50969 -0.94012 0.41887
C 1.78846 -2.01764 0.17556
C 1.04066 3.67575 0.32958
C 1.69235 2.55763 -0.45508
N 0.10296 -2.75212 1.72441
N -1.10802 -1.00472 1.68548
O 0.84672 0.96869 1.90971
O 1.04966 1.19038 -0.33446
H -1.21546 -2.19469 3.38594
H -3.24358 -1.40020 -0.15397
H -3.19907 -1.37525 -1.86560
H -2.42437 1.16010 -1.62836
H -2.33441 0.87119 0.15114
H -0.72337 -0.84687 -1.75562
H -0.03424 -2.89963 -0.30227
H 2.13596 -1.20540 0.77092
H 1.92207 -1.61774 -0.87363
H 2.19653 -3.02230 0.09591
H 1.64308 4.57583 0.30405
H 0.10922 4.04140 -0.16608
H 0.79851 3.34493 1.29466
H 2.77877 2.47947 -0.16601
H 1.72745 2.63698 -1.65347
H 0.98270 -3.23347 2.00004
H -1.81657 -0.41823 1.86878
*
```

Properties
Kohn-Sham gap (Eh): 0.3198
E_LUMO (eV): -3.622

=====

Q.
C10H17N2O2 | the ωB97M-V functional and the def2-TZVPD basis

The geometry in ORCA input format:
```
! RIJCOSX wB97M-V def2-TZVPD def2/J DEFGRID3
* xyz 1 1
C 1.19759 -3.79366 -2.36693
C 0.89249 -2.32556 -2.14194
C 0.54980 -1.66157 -0.97635
N 0.38948 -0.32585 -1.30134
C 0.26333 0.79169 -0.27631
O 0.78495 1.83982 -0.53680
O -0.35366 0.33430 0.76206
C -0.64693 1.16126 1.95401
C -1.51383 2.42431 1.74110
C -1.54584 0.24110 2.77288
C 0.58555 1.25567 2.81640
N 0.76134 -0.13853 -2.60708
C 0.54640 0.94614 -3.47262
C 0.97369 -1.33551 -3.15903
H 0.28657 -4.22437 -2.84721
H 2.05904 -3.97202 -2.83727
H 1.07985 -4.32450 -1.37836
H 0.33778 -2.06666 0.04892
H -0.90143 3.16299 1.27808
H -2.51924 2.36082 1.25658
H -1.82097 2.78657 2.66140
H -1.06070 -0.52917 3.15854
H -2.32750 -0.17351 2.01051
H -1.92979 0.69114 3.60705
H 0.95894 0.35186 3.16283
H 1.38112 1.73182 2.21535
H 0.37928 1.77872 3.83022
H -0.03314 0.77217 -4.31432
H 0.15488 1.71650 -2.93308
H 1.43601 1.26255 -3.80023
H 1.17910 -1.67691 -4.16275
*
```

Properties
Kohn-Sham gap (Eh): 0.3728
SMILES: Cc1cn(C(=O)OC(C)(C)C)[n+](C)c1
E_LUMO (eV): -3.842

=====

Calculated relative energies: P 0.656; Q 0.000, given in eV

=====

P.
CH4NO3S | the ωB97M-V functional and the def2-TZVPD basis

The geometry in ORCA input format:
```
! RIJCOSX wB97M-V def2-TZVPD def2/J DEFGRID3
* xyz -1 1
C 0.68104 -1.14504 -0.07362
N -0.42790 2.33550 -0.87898
O -0.57057 -1.77150 0.25208
O -0.62404 2.10686 1.54036
O 1.70590 -1.58588 0.50749
S -0.86718 1.40098 0.28122
H 0.44030 0.03264 0.22696
H -0.41823 -2.18781 1.11093
H 0.68228 -1.08307 -1.19121
H -0.60162 1.89731 -1.77524
*
```

Properties
Kohn-Sham gap (spin up / spin down) (Eh): 0.2675 / 0.2674
E_LUMO (spin up / spin down) (eV): 3.776 / 3.776

=====

Q.
CH4NO3S | the ωB97M-V functional and the def2-TZVPD basis

The geometry in ORCA input format:
```
! RIJCOSX wB97M-V def2-TZVPD def2/J DEFGRID3
* xyz -1 1
C -1.78563 0.37726 0.14603
N 2.07912 -0.95701 -0.60183
O 0.64591 1.19681 -0.56252
O 2.80851 -0.05885 0.20444
O -0.81681 -0.07280 1.07700
S 0.98448 0.15517 0.38214
H -1.41331 0.92568 -0.67532
H -2.62399 0.94377 0.61149
H -2.18287 -0.52686 -0.31715
H 2.30459 -1.98316 -0.26428
*
```

Properties
Kohn-Sham gap (Eh): 0.2978
E_LUMO (eV): 4.259

=====

Calculated relative energies: P 0.000; Q 2.461, given in eV

=====

P.
C5H12O | the ωB97M-V functional and the def2-TZVPD basis

The geometry in ORCA input format:
```
! RIJCOSX wB97M-V def2-TZVPD def2/J DEFGRID3
* xyz 0 1
C -0.11796 0.42177 1.37292
C 0.48037 0.04283 0.05052
C 0.32981 -1.17376 -0.46401
C 0.87990 -1.54878 -1.74963
C -0.40499 -2.31692 0.23421
H 0.54614 0.20300 2.22599
H -1.04683 -0.16108 1.49167
H -0.37143 1.49511 1.39061
H 1.07016 0.81650 -0.45858
H 1.64074 -2.30737 -1.50009
H 1.37262 -0.71849 -2.28295
H 0.13469 -2.00590 -2.42217
H 0.22101 -3.22000 0.33006
H -1.23955 -2.53856 -0.45207
H -0.82079 -2.07023 1.22561
O -1.15192 5.12869 0.62356
H -1.18532 5.36786 -0.33035
H -0.33665 4.58527 0.71462
*
```

Properties
Kohn-Sham gap (Eh): 0.3520
SMILES: CC=C(C)C.O
E_LUMO (eV): 0.745

=====

Q.
C5H12O | the ωB97M-V functional and the def2-TZVPD basis

The geometry in ORCA input format:
```
! RIJCOSX wB97M-V def2-TZVPD def2/J DEFGRID3
* xyz 0 1
C -1.24566 0.75301 -0.97853
C -0.46856 -0.24892 -0.11961
C -1.42082 -1.16780 0.64921
C 0.57764 0.46618 0.75795
C 1.92025 0.56667 0.02966
O 2.54789 -0.69166 -0.13103
H -0.58495 1.51852 -1.40263
H -2.00473 1.26901 -0.37656
H -1.75903 0.25537 -1.80799
H 0.09123 -0.90605 -0.80727
H -2.18413 -0.59967 1.19440
H -0.88208 -1.78971 1.37272
H -1.94211 -1.83793 -0.04456
H 0.23610 1.47854 1.01700
H 0.73847 -0.07022 1.70183
H 2.62672 1.17927 0.59721
H 1.77210 1.05277 -0.94993
H 1.98166 -1.22739 -0.70189
*
```

Properties
Kohn-Sham gap (Eh): 0.4149
SMILES: CC(C)CCO
E_LUMO (eV): 1.046

=====

Calculated relative energies: P 0.578; Q 0.000, given in eV